The following is a DFT calculation (ωB97M-V/def2-TZVPD) of C23H24CeCl3GeO5PS3 as an isolated structure.

The calculated total energy comes out at -6735.3476 a.u. As for the highest occupied orbital energy (alpha / beta): -0.2909 / -0.2909 Eh. For the max |F|, the calculation gives 3.30 eV/A. The value obtained for the HOMO-LUMO gap (alpha / beta) is 6.19 / 6.21 eV. As for the total charge: 0. The calculation puts the molecular weight at 826.7 g mol⁻¹.

Last column: Löwdin charge in e.
CARTESIAN COORDINATES (ANGSTROEM)
H: 5.409 -4.281 -1.992  0.023
Cl: 1.452 4.733 1.959  0.679
H: -6.938 1.190 -1.597  0.105
S: 0.941 1.950 0.445  0.754
C: 1.890 -2.871 -0.390  -0.377
C: 3.220 3.400 3.472  -0.107
Ge: 3.569 -2.745 -1.441  0.722
H: 4.645 2.365 4.692  0.110
C: -2.260 3.185 0.909  -0.118
C: 4.550 -4.406 -1.331  -0.216
H: -2.208 5.192 1.659  0.105
H: 1.285 -3.723 -0.709  0.011
H: 4.252 0.175 3.582  0.107
O: 1.905 0.755 -1.768  -0.350
C: -3.967 -0.050 -0.538  -0.374
H: 4.330 -2.413 -3.756  0.031
H: 3.969 -5.267 -1.661  0.024
C: -5.440 -1.823 -1.232  -0.070
Cl: 2.521 -0.589 1.551  0.806
C: -2.572 4.186 1.821  -0.075
C: -3.803 2.601 3.152  -0.073
H: -4.772 1.942 -0.707  0.112
Cl: -0.561 -2.277 -3.268  0.744
C: 3.719 1.062 3.270  -0.100
C: 4.776 -1.365 -0.800  -0.225
H: -1.660 3.409 0.037  0.068
H: -3.846 0.591 2.418  0.109
O: -1.295 -2.062 -1.988  -0.452
S: -1.393 -0.933 1.028  0.374
H: -7.370 -1.221 -1.945  0.104
C: 3.929 2.284 3.885  -0.072
O: 0.272 -1.034 -3.394  -0.410
C: -4.953 0.884 -0.854  -0.080
C: 3.324 -2.354 -3.335  -0.200
H: 2.681 -3.065 -3.847  0.019
Ce: 0.562 -0.914 -1.086  0.433
C: -2.717 1.892 1.123  -0.396
S: -1.344 1.194 -1.637  0.413
H: 2.114 -2.948 0.673  -0.022
O: 0.337 -3.371 -3.048  -0.266
H: -3.580 4.678 3.647  0.104
C: -3.340 3.897 2.938  -0.076
C: 2.073 2.085 1.776  -0.595
H: 5.076 -1.536 0.235  0.016
C: 2.410 1.436 -0.864  -0.241
C: -6.174 0.462 -1.357  -0.074
H: 2.951 -1.346 -3.526  0.020
H: -5.629 -2.879 -1.375  0.106
H: 3.370 4.359 3.947  0.105
P: -2.339 0.532 -0.001  0.225
H: -4.403 2.375 4.023  0.105
C: -6.417 -0.892 -1.550  -0.078
H: -3.461 -2.132 -0.464  0.076
H: 4.384 -0.351 -0.873  -0.006
C: 2.796 0.992 2.242  -0.582
O: -1.432 -2.424 -4.356  -0.194
C: -4.217 -1.404 -0.726  -0.098
H: 4.901 -4.590 -0.316  0.024
C: -3.491 1.601 2.248  -0.092
H: 5.661 -1.435 -1.437  0.029
C: 2.309 3.295 2.434  -0.649

Cartesian forces (eV/Å) of the 3 atoms listed first:
H 0.1 -0.2 0.1
Cl 0.1 -0.2 0.0
H 0.0 0.0 0.0

The following is a DFT calculation (ωB97M-V/def2-TZVPD) of a 5-piece molecular cluster, C23H24F24O7 overall.

The calculated total energy comes out at -3814.3442 a.u. As for the highest occupied orbital energy: -0.3749 Eh. For the max |F|, the calculation gives 1.58 eV/A. The value obtained for the HOMO-LUMO gap is 10.54 eV. As for the total charge: 0. The calculation puts the molecular weight at 868.4 g mol⁻¹. Its SMILES is FC(F)C(F)(F)COC(F)(F)C(F)F.FC(F)C(F)(F)COC(F)(F)C(F)F.FC(F)C(F)(F)COC(F)(F)C(F)F.O=C1CCCO1.O=C1CCCO1.

Last column: Löwdin charge in e.
CARTESIAN COORDINATES (ANGSTROEM)
H: -0.907 1.022 -4.563  0.143
O: 1.882 1.829 -1.231  0.013
C: 1.229 0.279 0.407  -0.139
O: 2.606 -4.312 1.495  0.049
C: -3.622 -2.143 2.047  -0.045
H: 1.899 4.634 0.496  0.101
C: 3.561 5.282 1.834  -0.062
H: 0.023 -4.661 1.232  0.168
C: 2.451 6.734 0.304  -0.157
C: 0.487 -0.007 -0.887  -0.085
F: -0.436 3.559 -1.728  0.168
O: 2.275 7.257 1.632  0.026
C: 1.612 1.744 0.176  -0.159
C: -2.980 0.801 -4.247  -0.437
F: -4.315 1.359 2.872  0.108
F: 4.854 -2.949 2.637  0.134
H: 4.278 -3.929 0.320  0.152
C: -1.747 4.705 -3.336  -0.295
F: -0.366 -3.013 0.154  0.088
H: 0.732 2.354 0.406  0.119
F: -3.850 -1.157 -3.225  0.094
H: -3.465 -0.135 3.812  0.174
H: -0.577 0.228 -0.809  0.122
H: -1.897 2.406 -5.099  0.152
H: -2.801 -4.148 -1.042  0.173
H: 3.399 4.839 -0.274  0.120
C: -3.609 -4.701 -0.554  -0.292
H: -3.387 0.422 -2.142  0.167
F: -2.283 0.677 2.429  0.080
O: 1.334 0.713 -3.075  0.130
F: 0.436 -2.924 2.172  0.109
C: -3.015 -0.103 -3.024  -0.293
F: -4.760 -4.418 -1.194  0.115
H: 4.618 5.478 1.669  0.130
F: -3.415 -6.033 -0.551  0.111
F: 4.455 -6.372 3.265  0.105
H: 5.305 -4.902 4.384  0.174
C: 0.424 -3.664 1.045  -0.282
F: 1.781 -4.719 -0.525  0.139
H: -2.556 -2.171 2.276  0.144
F: 0.137 3.431 -3.843  0.155
C: 2.781 5.276 0.517  -0.168
H: 2.458 2.093 0.761  0.120
F: -1.160 5.850 -2.965  0.116
F: -2.408 -4.458 1.419  0.116
C: 1.204 0.855 -1.898  -0.477
F: -4.140 1.475 -4.350  0.139
H: 1.530 6.909 -0.251  0.124
H: 0.459 -1.059 -1.164  0.107
F: -2.896 -0.020 -5.352  0.101
C: 1.844 -3.828 0.505  -0.552
H: 2.087 -0.367 0.577  0.106
F: -1.766 -0.566 -2.800  0.097
O: -1.638 2.326 -3.055  0.033
F: -3.633 -0.331 0.522  0.115
F: 3.359 -4.671 4.113  0.082
C: -3.650 -4.210 0.899  -0.546
F: 6.123 -4.579 1.932  0.110
H: 3.220 7.256 -0.274  0.126
H: -1.909 4.691 -4.422  0.172
C: -0.899 3.477 -2.981  -0.552
C: -4.060 -0.714 1.763  -0.432
F: -4.542 -4.861 1.660  0.169
F: -5.416 -0.633 1.765  0.126
C: 4.563 -5.074 3.604  -0.281
C: -1.741 1.672 -4.305  -0.055
C: -3.529 0.274 2.801  -0.303
C: 4.857 -4.266 2.335  -0.451
C: 2.934 6.480 2.536  -0.481
H: 4.065 -5.612 0.869  0.151
O: 2.948 6.757 3.697  0.125
H: -4.237 -2.516 2.870  0.157
O: -3.920 -2.883 0.877  0.045
C: 3.973 -4.565 1.148  -0.027
F: 2.349 -2.685 -0.025  0.141
H: 3.386 4.397 2.437  0.120
H: 0.582 0.227 1.279  0.111
F: -2.967 4.597 -2.759  0.100

Cartesian forces (eV/Å) of the 3 atoms listed first:
H 0.3 0.2 0.4
O 0.1 0.3 0.1
C -0.3 0.6 0.4

The following is a DFT calculation (ωB97M-V/def2-TZVPD) of a 2-piece molecular cluster, C23H24F4O4 overall.

The calculated total energy comes out at -1591.1266 a.u. As for the highest occupied orbital energy: -0.2465 Eh. For the max |F|, the calculation gives 1.52 eV/A. The value obtained for the HOMO-LUMO gap is 3.13 eV. As for the total charge: 0. The calculation puts the molecular weight at 440.4 g mol⁻¹.

Last column: Löwdin charge in e.
CARTESIAN COORDINATES (ANGSTROEM)
H: -4.237 1.171 1.803  0.121
H: -3.651 -3.258 -4.270  0.138
O: -2.362 0.465 1.785  -0.040
H: 3.433 2.676 0.999  0.059
C: 3.241 1.818 -1.828  -0.228
C: -2.600 -1.382 -3.977  -0.219
H: -3.707 3.297 3.060  0.078
H: -0.312 1.539 -3.324  0.098
H: 0.886 -2.949 1.695  0.071
H: 1.467 -1.646 -1.967  0.122
F: 4.515 1.932 -1.305  0.041
O: 1.612 0.965 1.886  -0.008
H: 3.124 3.933 -2.315  0.140
H: 3.589 0.341 1.766  0.121
C: -1.032 -2.146 3.444  -0.048
C: -1.054 0.753 1.533  -0.443
C: -3.240 1.617 1.856  -0.220
H: -0.624 -3.859 1.348  0.081
H: -0.024 -2.637 0.180  0.059
H: -1.911 -1.744 1.523  0.133
C: 2.633 0.578 -1.823  0.067
H: -1.540 -3.111 3.548  0.080
C: -1.486 -0.703 -3.504  0.070
H: 3.019 0.803 3.395  0.134
F: -3.614 -0.647 -4.553  0.048
C: 2.631 2.968 -2.330  0.098
C: -0.563 -2.867 -2.833  0.053
C: -0.111 -2.896 1.243  -0.069
C: -1.707 -3.473 -3.317  -0.225
H: -2.013 2.789 3.143  0.077
F: 0.713 3.914 -3.363  0.050
H: 4.460 2.528 2.440  0.081
C: -0.904 -1.804 1.957  -0.376
C: 0.680 1.589 -2.892  0.075
C: 1.314 0.420 -2.372  -0.172
O: -0.693 1.880 1.211  0.080
H: -1.440 0.376 -3.592  0.099
C: 2.969 1.054 2.324  -0.240
H: -1.617 -1.374 3.956  0.079
F: -1.827 -4.841 -3.205  0.049
C: -0.419 -1.438 -2.904  -0.175
C: 1.349 2.803 -2.852  -0.213
C: 0.783 -0.896 -2.372  0.075
H: -3.057 2.259 0.987  0.118
O: 1.923 -1.233 2.230  0.040
H: -3.286 1.860 4.000  0.079
H: 0.245 -3.461 -2.404  0.133
C: 1.155 -0.302 1.958  -0.446
H: 2.811 3.194 2.575  0.084
H: -0.035 -2.225 3.893  0.085
H: 3.149 -0.296 -1.426  0.137
C: -2.760 -2.765 -3.900  0.092
C: 3.436 2.455 2.069  -0.064
C: -3.045 2.433 3.102  -0.073
C: -0.265 -0.454 1.715  0.015

Cartesian forces (eV/Å) of the 3 atoms listed first:
H 0.1 0.2 0.0
H 0.1 0.1 0.0
O -0.4 0.7 0.2

The following is a DFT calculation (ωB97M-V/def2-TZVPD) of a 8-piece molecular cluster, C23H24F7O23 overall.

The calculated total energy comes out at -3320.6400 a.u. As for the highest occupied orbital energy: -0.2789 Eh. For the max |F|, the calculation gives 2.89 eV/A. The value obtained for the HOMO-LUMO gap is 9.40 eV. As for the total charge: -1. The calculation puts the molecular weight at 801.4 g mol⁻¹.

Last column: Löwdin charge in e.
CARTESIAN COORDINATES (ANGSTROEM)
H: -0.152 13.496 -4.942  0.082
O: 0.871 22.204 -4.310  0.172
O: 4.272 16.267 -10.277  0.185
F: -2.241 13.616 -9.736  0.060
O: -0.242 20.350 -3.651  0.130
C: 1.244 13.913 -0.681  -0.104
H: 4.716 11.835 -6.575  0.148
H: 4.571 14.365 -3.178  0.145
C: -4.177 18.005 -6.943  -0.569
H: 2.826 16.382 -3.816  0.142
O: 2.268 14.134 0.253  0.074
O: 4.865 10.928 -9.102  0.139
O: -4.968 17.877 -7.818  0.180
O: 0.446 15.928 -3.524  -0.050
H: 3.553 14.177 -4.533  0.108
F: 4.687 16.952 -3.213  0.063
H: 3.540 13.111 -7.199  0.123
C: -2.199 13.928 -7.393  -0.062
H: 1.001 15.735 -7.776  0.114
H: 2.202 18.648 -3.297  0.137
F: 5.989 12.874 -8.627  0.109
O: 0.379 13.745 1.354  0.131
C: 0.308 15.494 -4.696  -0.741
C: 1.637 14.215 1.480  -0.531
C: 0.064 18.992 -3.478  -0.279
O: -0.216 16.147 -5.637  -0.073
O: 5.899 15.964 -6.866  0.181
H: -1.828 15.390 -8.926  0.165
C: 4.041 12.162 -7.370  -0.038
F: 0.640 11.796 0.189  0.050
O: 3.657 9.088 -8.762  0.169
O: -3.399 14.158 -6.670  0.078
C: -2.245 18.668 -5.986  -0.040
H: 1.585 13.411 -1.588  0.135
C: -4.363 14.540 -7.522  -0.575
F: 0.199 18.674 -2.140  0.041
C: 3.906 10.226 -8.507  -0.584
O: 2.852 15.614 -8.683  0.047
O: -5.527 14.588 -7.284  0.180
H: -2.023 19.599 -5.469  0.133
H: 4.176 12.782 -9.472  0.174
C: 1.477 18.879 -4.075  -0.060
O: 3.255 11.000 -7.620  0.068
O: -3.298 19.030 -6.901  0.064
C: 3.537 16.541 -9.394  -0.558
C: 0.243 13.111 0.097  -0.278
C: 5.287 15.854 -5.843  -0.573
H: -1.966 12.861 -7.478  0.145
O: 5.480 14.900 -4.945  0.086
O: -3.816 14.948 -8.689  0.143
O: 1.785 20.182 -4.548  0.088
C: 1.976 16.220 -7.747  -0.075
C: 0.812 21.028 -4.169  -0.555
C: -3.024 17.725 -5.041  -0.279
O: 2.074 14.725 2.453  0.187
C: -2.467 14.524 -8.741  -0.300
H: 2.374 16.132 -6.740  0.112
O: 4.269 16.636 -5.441  0.115
C: 3.872 16.314 -4.120  -0.259
C: 1.884 17.653 -8.282  -0.255
C: 4.314 14.846 -4.119  -0.048
H: -0.776 13.078 -0.276  0.172
F: 2.068 18.571 -7.281  0.066
F: -3.745 18.429 -4.125  0.074
H: -2.389 17.019 -4.508  0.152
H: -0.690 18.309 -3.856  0.125
H: 0.935 17.785 -8.802  0.172
C: 0.773 14.075 -5.000  -0.018
H: -1.402 14.356 -6.780  0.104
H: 0.791 14.841 -1.050  0.137
H: 1.443 18.089 -4.825  0.104
O: -3.910 17.114 -5.973  0.128
H: 1.538 13.727 -4.311  0.047
H: -1.470 18.152 -6.546  0.126
C: 4.793 12.288 -8.717  -0.308
H: 1.169 13.951 -6.010  0.060
O: 3.078 17.752 -9.031  0.144

Cartesian forces (eV/Å) of the 3 atoms listed first:
H 0.3 -0.4 0.2
O -0.3 0.1 0.1
O 0.6 0.4 0.1

- Look up the calculated total energy of the second one.
  -3814.3442 a.u.

- Which formula does entry 4 have?
  C23H24F7O23